ORCA calculation (ωB97M-V/def2-TZVPD) on C36H33F4LaN7O7S3Si as an isolated structure.

Last column: Mulliken charge in e.
Geometry (Å):
La  0.209  0.342  0.273  1.4333
O  6.630  0.138  1.924  -0.5658
C  5.321  0.250  1.581  0.7844
C  4.451  1.106  2.250  -0.5705
C  3.136  1.143  1.843  -0.4328
N  2.694  0.398  0.830  1.4230
C  3.537  -0.403  0.175  -0.4068
C  4.866  -0.517  0.517  -0.9544
C  2.916  -1.159  -1.001  0.5952
O  3.674  -1.607  -1.861  -0.7815
O  1.641  -1.231  -0.970  -0.1407
C  2.093  2.062  2.486  -0.0092
O  2.485  2.912  3.274  -0.7770
O  0.899  1.829  2.086  -0.5272
H  6.817  0.746  2.649  0.3053
H  4.765  1.739  3.073  0.4560
H  5.517  -1.179  -0.036  0.5966
C  1.848  0.721  -4.190  -1.0263
Si  0.810  1.688  -2.979  0.4025
C  2.005  2.455  -1.738  -0.8366
C  0.022  3.130  -3.890  -1.3641
N  -0.293  0.705  -2.118  0.5392
C  -1.208  -0.135  -2.701  0.7160
C  -1.636  -0.091  -4.050  -0.5024
C  -2.614  -0.936  -4.561  -1.1067
C  -3.226  -1.890  -3.762  -0.5303
C  -2.819  -1.998  -2.436  -0.8756
C  -1.849  -1.156  -1.964  -0.1145
F  -1.465  -1.339  -0.655  -0.0703
H  2.561  1.371  -4.708  0.4020
H  1.235  0.218  -4.945  0.2988
H  2.413  -0.047  -3.649  0.1035
H  2.578  3.244  -2.236  0.5978
H  2.725  1.721  -1.369  0.0331
H  1.495  2.917  -0.884  0.0921
H  0.686  3.491  -4.684  0.4240
H  -0.172  3.965  -3.209  0.2687
H  -0.931  2.856  -4.354  0.3697
H  -1.180  0.644  -4.703  0.2637
H  -2.897  -0.843  -5.603  0.4006
H  -3.997  -2.540  -4.154  0.3741
H  -3.230  -2.742  -1.765  0.4453
O  -3.791  1.963  2.012  -0.5627
C  -3.990  1.102  3.032  0.2917
C  -5.068  1.363  3.878  -0.6474
C  -5.335  0.529  4.945  -0.3080
C  -4.533  -0.585  5.187  -0.8289
C  -3.463  -0.841  4.349  -0.2923
C  -3.169  -0.013  3.265  -0.1377
C  -1.985  -0.278  2.393  0.7771
O  -1.826  0.485  1.347  -0.4684
N  -1.197  -1.238  2.777  -0.7043
N  0.023  -1.377  2.077  0.7393
C  0.591  -2.493  2.354  -0.3642
S  -0.190  -3.702  3.357  -0.0195
C  0.972  -5.008  2.895  -0.5016
C  2.356  -4.402  2.794  -0.5953
S  2.217  -2.878  1.835  0.0164
H  -3.016  1.622  1.512  0.2766
H  -5.678  2.234  3.673  0.4223
H  -6.175  0.746  5.595  0.3596
H  -4.738  -1.239  6.025  0.4012
H  -2.820  -1.695  4.515  0.4749
H  0.662  -5.411  1.930  0.0937
H  0.925  -5.783  3.662  0.4289
H  3.035  -5.056  2.246  0.3588
H  2.769  -4.165  3.774  0.3990
F  -5.026  5.922  -0.358  -0.2754
C  -3.846  6.207  0.212  0.7403
F  -3.353  7.284  -0.430  -0.2662
F  -4.089  6.584  1.475  -0.2694
C  -2.889  5.049  0.140  0.4206
C  -2.978  4.135  -0.893  -1.1302
C  -2.047  3.113  -0.939  -0.6285
N  -1.075  2.966  -0.036  0.5732
C  -1.001  3.856  0.961  -0.5397
C  -1.886  4.916  1.082  -1.0356
H  -3.754  4.204  -1.641  0.4903
H  -2.065  2.372  -1.731  0.6756
H  -0.221  3.688  1.694  0.4474
H  -1.797  5.605  1.911  0.4808
S  -0.292  -4.544  -0.450  -0.3653
C  1.230  -4.730  -1.093  0.1766
N  1.625  -3.904  -2.126  0.1153
C  2.788  -4.013  -2.776  0.1068
C  3.637  -5.024  -2.455  -0.7539
C  3.266  -5.791  -1.339  0.0290
N  2.141  -5.669  -0.674  -0.4788
H  1.046  -3.080  -2.261  -0.0678
H  2.976  -3.291  -3.555  0.4410
H  4.577  -5.158  -2.967  0.3893
H  3.947  -6.552  -0.965  0.3832

Calculated values
- LUMO level: 0.0776 Ha
- Multiplicity: 1
- Total charge: -1
- ΔE to the lowest compared entry with this formula, charge and spin: 0.0 kJ/mol
- E_HOMO: -4.94 eV

---

ORCA calculation (ωB97M-V/def2-TZVPD) on a 2-piece molecular cluster, C36H33N2O2 overall.

Last column: Mulliken charge in e.
Geometry (Å):
C  3.729  -0.175  2.829  -0.4971
C  3.420  -1.494  3.169  -0.6010
C  3.439  -2.491  2.196  -0.2466
C  3.660  -2.152  0.859  0.8596
C  3.525  -3.205  -0.233  -1.4462
N  2.515  -2.908  -1.257  0.2183
C  2.949  -2.577  -2.594  -0.5462
C  1.633  -2.247  -3.293  -0.8223
N  0.599  -2.291  -2.264  0.0506
C  1.170  -2.770  -1.149  0.1654
C  0.609  -3.125  0.168  0.3474
C  0.746  -4.434  0.672  -0.4652
C  0.259  -4.718  1.942  -0.8587
C  -0.333  -3.691  2.705  -0.4532
C  -0.401  -2.376  2.215  -1.0703
C  0.110  -2.085  0.960  -0.0897
C  4.079  -0.859  0.529  -0.3567
C  4.065  0.139  1.509  -0.6178
H  3.708  0.609  3.584  0.4027
H  3.172  -1.751  4.195  0.4136
H  3.240  -3.534  2.462  0.3492
H  4.461  -3.213  -0.825  0.5564
H  3.354  -4.198  0.196  0.4194
H  3.636  -1.708  -2.535  0.2518
H  3.467  -3.455  -3.027  0.3786
H  1.687  -1.266  -3.779  0.4200
H  1.405  -2.994  -4.066  0.3382
H  1.259  -5.199  0.088  0.6231
H  0.339  -5.729  2.350  0.4281
H  -0.741  -3.924  3.698  0.4079
H  -0.840  -1.581  2.817  0.4364
H  0.207  -1.056  0.609  0.6596
H  4.396  -0.643  -0.496  0.2944
H  4.325  1.157  1.227  0.4099
C  -3.192  -4.881  -8.557  -0.7946
O  -2.707  -5.266  -7.246  -0.4133
C  -2.324  -4.383  -6.289  0.6641
C  -1.872  -4.955  -5.071  -0.7705
C  -1.503  -4.165  -4.000  -0.4121
C  -1.562  -2.742  -4.093  0.6045
C  -1.330  -1.969  -2.910  0.1706
C  -1.868  -0.610  -2.817  -0.2755
C  -1.423  0.149  -1.711  -0.2885
C  -1.955  1.388  -1.421  -0.5440
C  -3.024  1.900  -2.169  0.9177
O  -3.470  3.153  -1.752  -0.4667
C  -4.806  3.564  -1.702  0.2544
C  -5.345  3.924  -0.452  -0.4940
C  -6.722  4.120  -0.342  -0.3353
C  -7.529  4.091  -1.488  -0.4701
C  -6.948  3.891  -2.747  -0.4745
C  -5.569  3.678  -2.868  -0.2707
C  -3.518  1.189  -3.265  -0.6820
C  -2.981  -0.064  -3.542  -0.7804
C  -2.010  -2.185  -5.333  -0.6716
C  -2.400  -2.973  -6.405  -0.8200
H  -3.280  -5.844  -9.071  0.2533
H  -4.183  -4.407  -8.504  0.3343
H  -2.487  -4.226  -9.091  0.3356
H  -1.856  -6.043  -4.996  0.4213
H  -1.270  -4.631  -3.031  0.4288
H  -1.372  -2.542  -1.927  0.2708
H  -0.693  -0.309  -1.040  0.1188
H  -1.574  1.971  -0.586  0.4407
H  -4.688  3.982  0.415  0.4003
H  -7.165  4.293  0.642  0.3606
H  -8.610  4.236  -1.397  0.3636
H  -7.570  3.890  -3.643  0.3731
H  -5.083  3.573  -3.837  0.5097
H  -4.324  1.583  -3.885  0.1925
H  -3.546  -0.674  -4.266  0.7814
H  -2.176  -1.101  -5.418  0.9906
H  -2.789  -2.517  -7.318  0.4174

Calculated values
- LUMO level: -0.1269 Ha
- Multiplicity: 1
- Total charge: +1
- E_HOMO: -10.74 eV

---

ORCA calculation (ωB97M-V/def2-TZVPD) on C36H34BBrFN6O2Sr as an isolated structure.

Last column: Mulliken charge in e.
Geometry (Å):
Sr  -0.090  0.154  0.703  1.7889
C  4.963  0.306  1.185  -0.7693
C  5.115  1.660  0.864  -0.2104
C  4.020  2.471  0.844  -1.0358
C  2.739  1.934  1.152  -0.0342
N  2.603  0.604  1.420  0.5161
C  3.689  -0.154  1.435  -0.6097
N  1.673  2.720  1.109  -0.5874
C  0.578  2.286  1.763  -0.8509
N  -0.668  2.255  1.189  -2.8296
C  -1.545  1.568  1.993  -1.2963
N  -2.823  1.323  1.617  -0.4585
C  -3.209  0.065  1.705  -0.4197
C  -4.595  -0.236  1.840  -0.7966
C  -4.991  -1.524  2.029  -0.3173
C  -4.028  -2.545  2.029  -0.8465
C  -2.718  -2.193  1.799  -1.0628
N  -2.292  -0.947  1.636  0.9672
C  -0.872  1.204  3.146  1.7323
C  -1.295  0.579  4.328  -0.6818
C  -0.401  0.446  5.353  -0.8491
C  0.914  0.961  5.246  -0.8015
C  1.348  1.577  4.104  -0.8830
C  0.472  1.679  3.015  1.8829
H  5.815  -0.355  1.229  0.3995
H  6.098  2.057  0.644  0.3770
H  4.087  3.525  0.617  0.4725
H  3.504  -1.199  1.675  0.2439
H  -5.290  0.593  1.835  0.4681
H  -6.035  -1.768  2.187  0.4059
H  -4.307  -3.576  2.184  0.4225
H  -1.940  -2.949  1.739  0.4706
H  -2.321  0.242  4.414  0.4904
H  -0.707  -0.029  6.278  0.4094
H  1.573  0.879  6.103  0.3948
H  2.337  2.013  4.039  0.4807
C  2.782  -5.803  0.061  -1.3768
C  1.478  -5.130  -0.246  0.9719
C  0.550  -5.727  -1.112  -0.5386
C  -0.600  -5.016  -1.460  -0.7471
C  -0.757  -3.768  -0.906  0.2577
Br  -2.207  -2.676  -1.495  -0.0868
N  0.048  -3.209  -0.013  0.1659
C  1.165  -3.897  0.295  -0.7912
H  2.772  -6.840  -0.270  0.3725
H  2.996  -5.767  1.127  0.3548
H  3.593  -5.289  -0.455  0.2891
H  0.721  -6.715  -1.508  0.3728
H  -1.325  -5.414  -2.149  0.4481
H  1.819  -3.393  0.996  0.3120
F  4.615  0.391  -4.069  -0.4005
C  3.568  0.169  -3.218  0.1326
C  2.926  1.238  -2.632  -0.5998
C  1.880  0.983  -1.757  -0.0228
C  1.422  -0.304  -1.427  0.2507
C  2.100  -1.339  -2.093  -0.4335
C  3.159  -1.123  -2.967  -0.6928
H  3.259  2.246  -2.837  0.4280
H  1.430  1.853  -1.297  0.5414
H  1.794  -2.363  -1.925  0.1171
H  3.676  -1.949  -3.434  0.4194
C  -1.790  0.917  -3.263  -1.4310
C  -2.155  1.750  -2.040  1.0240
C  -3.628  1.538  -1.663  -2.0436
O  -1.396  1.312  -0.912  0.6819
B  -1.094  2.419  -0.160  2.2144
O  -1.343  3.589  -0.816  -0.1268
C  -1.773  3.274  -2.138  1.7180
C  -0.584  3.558  -3.065  -1.6406
C  -2.938  4.179  -2.535  -1.9549
H  -2.238  -0.070  -3.171  0.3257
H  -0.711  0.788  -3.329  0.1580
H  -2.161  1.394  -4.166  0.3825
H  -3.777  0.481  -1.447  0.3724
H  -4.307  1.838  -2.455  0.3967
H  -3.856  2.088  -0.751  0.4669
H  0.249  2.895  -2.847  0.0906
H  -0.257  4.581  -2.882  0.5078
H  -0.858  3.461  -4.112  0.3561
H  -3.735  4.133  -1.801  0.3667
H  -3.321  3.876  -3.506  0.3255
H  -2.594  5.210  -2.599  0.4834

Calculated values
- LUMO level: 0.0830 Ha
- Multiplicity: 1
- Total charge: -1
- ΔE to the lowest compared entry with this formula, charge and spin: 114.6 kJ/mol
- E_HOMO: -2.78 eV